(1)
{
  "formula": "C16H36BF3NO14P3S",
  "method": "ωB97M-V/def2-TZVPD",
  "total_charge": 0,
  "smiles": "CCB(O)[N@@+]1(C(=O)[O-])[C@H](P(C)C)COC[C@@H]1S(=O)(=O)C(F)(F)F.COP(=O)(OC)OC.COP(=O)(OC)OC",
  "spin_multiplicity": 1,
  "homo_lumo_gap_ev": 5.5,
  "species": ["S", "P", "P", "P", "F", "F", "F", "O", "O", "O", "O", "O", "O", "O", "O", "O", "O", "O", "O", "O", "O", "N", "C", "C", "C", "C", "C", "C", "C", "C", "C", "C", "C", "C", "C", "C", "C", "C", "B", "H", "H", "H", "H", "H", "H", "H", "H", "H", "H", "H", "H", "H", "H", "H", "H", "H", "H", "H", "H", "H", "H", "H", "H", "H", "H", "H", "H", "H", "H", "H", "H", "H", "H", "H", "H"],
  "coordinates": [[-0.54, 1.56, -3.27], [-3.27, 2.27, -0.42], [-3.84, -4.69, -2.62], [5.25, -0.64, 4.01], [1.27, -0.22, -2.34], [-0.19, -1.07, -3.79], [1.43, 0.22, -4.47], [-0.21, 2.37, -4.45], [4.37, -1.03, 5.43], [6.22, -0.44, 2.62], [-0.17, 4.87, -1.06], [3.94, -0.77, 3.05], [-1.02, 0.52, 1.13], [-3.08, -3.41, -1.95], [-1.28, -0.24, -0.86], [5.45, 0.79, 4.44], [-5.27, -4.34, -2.99], [1.73, 1.10, 0.49], [-1.96, 1.29, -3.32], [-4.23, -5.23, -1.05], [-3.22, -4.35, -4.18], [-0.45, 2.07, -0.43], [7.24, -1.44, 2.46], [-4.12, 3.21, -1.79], [0.06, 2.42, -1.76], [-0.95, 0.70, -0.11], [-0.06, 3.98, -2.16], [1.10, 3.38, 1.52], [-2.36, -2.44, -2.70], [2.63, -1.01, 3.57], [-1.57, 3.02, 0.03], [-4.32, 2.09, 1.12], [2.19, 2.99, 2.62], [-3.69, -6.52, -0.73], [5.09, -1.85, 6.36], [-2.85, -5.51, -4.93], [-1.39, 4.52, -0.38], [0.53, 0.02, -3.46], [0.78, 2.15, 0.53], [4.45, -2.03, 7.22], [-1.39, 5.13, 0.56], [6.78, -2.43, 2.38], [-1.98, -1.69, -2.01], [-3.98, -6.78, 0.29], [-2.60, -6.50, -0.79], [1.85, 2.20, 3.32], [-3.43, 3.64, -2.56], [-4.65, 4.10, -1.33], [0.22, 3.81, 2.06], [7.92, -1.42, 3.31], [1.93, -1.02, 2.74], [-2.06, -6.06, -4.41], [-3.72, -6.16, -5.07], [-2.23, 4.95, -1.00], [-1.59, 2.98, 1.16], [-4.23, 1.04, 1.50], [-2.48, -5.20, -5.90], [2.60, -1.98, 4.06], [-1.52, -2.90, -3.21], [1.56, 4.19, 0.90], [3.17, 2.77, 2.14], [2.33, 3.92, 3.24], [-4.09, -7.27, -1.42], [-4.93, 2.59, -2.25], [5.33, -2.81, 5.90], [-3.02, -1.94, -3.42], [6.00, -1.35, 6.68], [7.80, -1.23, 1.55], [-5.40, 2.35, 0.97], [-1.02, 4.06, -2.74], [-3.87, 2.73, 1.94], [0.81, 4.20, -2.85], [2.33, -0.22, 4.26], [2.60, 1.46, 0.23], [1.18, 2.24, -1.75]],
  "mulliken_charge": [1.35, 0.64, 0.93, 0.97, -0.17, -0.20, -0.24, -0.73, -0.33, -0.26, -0.43, -0.21, -0.64, -0.16, -0.79, -0.63, -0.65, -0.53, -0.57, -0.32, -0.35, 1.76, -0.80, -1.06, -0.87, -0.21, -0.98, -0.13, -0.18, -0.60, -0.21, -1.02, -1.31, -0.76, -0.78, -0.78, -1.09, 0.59, 0.07, 0.24, 0.24, 0.34, 0.18, 0.24, 0.33, 0.19, 0.24, 0.36, 0.24, 0.35, 0.23, 0.34, 0.33, 0.53, 0.66, 0.30, 0.25, 0.32, 0.24, 0.24, 0.35, 0.43, 0.33, 0.35, 0.34, 0.29, 0.33, 0.23, 0.37, 0.40, 0.28, 0.44, 0.26, 0.27, 0.61]
}

=====

(2)
{
  "formula": "C34H25MgN8SSe2",
  "method": "ωB97M-V/def2-TZVPD",
  "total_charge": 1,
  "spin_multiplicity": 1,
  "homo_lumo_gap_ev": 6.8,
  "species": ["Se", "Se", "S", "Mg", "N", "N", "N", "N", "N", "N", "N", "N", "C", "C", "C", "C", "C", "C", "C", "C", "C", "C", "C", "C", "C", "C", "C", "C", "C", "C", "C", "C", "C", "C", "C", "C", "C", "C", "C", "C", "C", "C", "C", "C", "C", "C", "H", "H", "H", "H", "H", "H", "H", "H", "H", "H", "H", "H", "H", "H", "H", "H", "H", "H", "H", "H", "H", "H", "H", "H", "H"],
  "coordinates": [[-0.85, -1.27, -4.68], [-0.05, -2.25, -2.78], [-1.83, -6.87, 1.60], [-0.51, 0.44, 0.19], [-1.48, 1.08, -3.25], [0.65, 1.03, 2.00], [0.50, -1.42, 0.45], [-0.45, -6.04, 1.59], [-2.85, -5.71, 1.17], [-1.86, 1.78, 0.92], [-2.13, -1.04, 0.05], [1.29, 0.11, -2.08], [-4.00, -3.09, 0.30], [-3.50, 2.96, 1.96], [0.19, -3.72, 1.05], [-1.47, 2.08, 2.21], [-4.38, -1.84, -0.13], [-1.74, -2.26, 0.45], [4.84, 3.92, 1.89], [-2.18, 2.19, -3.04], [-2.65, -3.32, 0.59], [-0.75, -4.80, 1.24], [-3.40, -0.85, -0.24], [2.35, 0.92, -1.96], [-1.99, 0.18, -4.08], [5.00, 3.05, 2.96], [1.81, -1.59, 0.55], [-3.98, 1.44, -4.42], [1.51, -1.14, -2.46], [1.94, 0.83, 2.64], [-0.32, -2.47, 0.69], [-2.14, -4.60, 1.00], [1.57, -3.88, 1.17], [4.05, 2.06, 3.19], [2.94, 1.93, 2.36], [-0.21, 1.70, 2.70], [2.77, -1.68, -2.64], [3.65, 0.49, -2.14], [-3.43, 2.41, -3.59], [-2.46, 2.81, 2.87], [3.87, -0.85, -2.47], [-3.23, 0.31, -4.69], [2.78, 2.83, 1.31], [2.39, -2.80, 0.90], [3.73, 3.82, 1.07], [-3.08, 2.32, 0.79], [-4.43, 3.48, 2.09], [-3.67, 0.14, -0.59], [3.46, -2.89, 0.96], [-5.41, -1.61, -0.36], [-3.97, 3.33, -3.40], [3.59, 4.51, 0.26], [1.97, -4.84, 1.47], [2.14, 1.95, -1.71], [-3.59, -0.45, -5.37], [-2.41, 3.17, 3.89], [1.82, 0.74, 3.72], [5.59, 4.68, 1.70], [4.17, 1.39, 4.03], [-3.64, 2.27, -0.13], [0.04, 2.01, 3.72], [1.90, 2.76, 0.69], [2.88, -2.72, -2.93], [-4.71, -3.89, 0.42], [4.48, 1.17, -2.02], [4.88, -1.22, -2.60], [-4.96, 1.57, -4.85], [2.38, -0.12, 2.30], [-1.70, 2.94, -2.43], [5.85, 3.14, 3.62], [2.42, -0.73, 0.30]],
  "mulliken_charge": [-0.08, 0.14, 0.18, 0.85, -0.01, 0.29, 0.48, -0.67, -0.68, 0.41, -0.23, 0.21, -0.54, -1.02, 0.73, 0.02, -1.04, -0.15, -0.44, -0.34, 0.44, 0.56, -0.08, -0.37, 0.31, -0.56, -0.80, -0.28, 0.17, -1.98, -0.25, 0.67, -0.72, -0.56, 0.73, 0.15, -0.76, -0.75, -0.68, -1.23, -0.40, -0.74, 0.19, -1.50, -0.91, -0.28, 0.47, 0.31, 0.57, 0.48, 0.45, 0.42, 0.56, 0.57, 0.42, 0.50, 0.55, 0.40, 0.42, 0.54, 0.38, 0.44, 0.49, 0.56, 0.47, 0.44, 0.44, 0.50, 0.45, 0.39, 1.29]
}

=====

(3)
{
  "formula": "C21H31BO20",
  "method": "ωB97M-V/def2-TZVPD",
  "total_charge": 0,
  "smiles": "CC(=O)OC(=O)COC(=O)OB(O)O.C[C@@H]1COC(=O)O1.C[C@@H]1COC(=O)O1.C[C@@H]1COC(=O)O1.C[C@@H]1COC(=O)O1",
  "spin_multiplicity": 1,
  "homo_lumo_gap_ev": 10.6,
  "species": ["O", "O", "O", "O", "O", "O", "O", "O", "O", "O", "O", "O", "O", "O", "O", "O", "O", "O", "O", "O", "C", "C", "C", "C", "C", "C", "C", "C", "C", "C", "C", "C", "C", "C", "C", "C", "C", "C", "C", "C", "C", "B", "H", "H", "H", "H", "H", "H", "H", "H", "H", "H", "H", "H", "H", "H", "H", "H", "H", "H", "H", "H", "H", "H", "H", "H", "H", "H", "H", "H", "H", "H", "H"],
  "coordinates": [[1.07, -2.87, -1.53], [1.65, 2.20, 7.53], [0.35, 2.98, 1.23], [-2.31, -3.02, -3.21], [3.76, 1.37, 7.36], [-1.13, -0.88, -2.54], [0.55, 4.87, 2.43], [2.80, -2.59, -0.12], [-1.50, -1.01, -4.97], [-0.99, 3.32, 3.03], [2.58, 1.13, -4.70], [-1.56, 1.77, -5.96], [-4.40, -3.68, -2.64], [3.16, -3.42, -2.20], [-1.58, 1.24, -3.72], [1.68, -0.58, -6.01], [2.26, 1.04, 5.70], [2.22, 1.11, -2.35], [0.10, 2.80, -4.78], [-2.79, -3.67, -1.09], [2.30, -0.26, -4.96], [-6.37, -4.11, -1.29], [-4.90, -4.38, -1.51], [2.28, 3.14, -0.24], [1.67, -1.92, 0.44], [1.67, 4.81, 1.56], [2.66, 1.52, 6.91], [2.76, -1.46, -3.99], [-0.74, 2.43, 7.19], [0.84, 1.19, 5.66], [-4.03, -3.85, -0.41], [-1.01, 1.92, -4.83], [0.63, 2.38, 6.55], [1.93, 1.57, -3.50], [1.17, 3.88, 0.49], [1.65, -2.05, 1.95], [0.53, -2.60, -0.24], [-3.09, -3.42, -2.39], [0.79, 2.73, -3.51], [2.42, -3.00, -1.36], [-0.12, 3.69, 2.30], [-1.40, -0.20, -3.80], [-6.95, -4.38, -2.18], [1.38, 3.72, -3.41], [-0.96, 1.49, 7.72], [2.89, 3.83, -0.83], [-6.76, -4.67, -0.44], [2.58, -1.65, 2.38], [1.90, -1.74, -3.29], [-1.37, -1.85, -2.71], [0.80, -1.50, 2.38], [-4.35, -2.88, -0.02], [1.92, 5.79, 1.17], [-4.74, -5.45, -1.68], [2.93, 2.61, 0.47], [-0.36, -1.97, -0.31], [1.58, -3.09, 2.26], [0.39, 0.27, 6.04], [-1.51, 2.59, 6.44], [-3.92, -4.55, 0.42], [3.02, -2.37, -4.62], [0.26, -3.56, 0.22], [0.83, 3.32, 6.03], [-0.79, 3.23, 7.93], [1.74, -0.86, 0.16], [2.52, 4.41, 2.12], [0.49, 1.37, 4.64], [1.86, 2.38, -0.90], [-0.67, -1.51, -5.15], [0.53, 4.40, -0.24], [-6.56, -3.04, -1.12], [3.68, -1.14, -3.38], [0.11, 2.68, -2.59]],
  "mulliken_charge": [-0.27, -0.36, -0.17, -0.62, -0.55, -0.41, -0.33, -0.37, -0.39, -0.58, -0.30, -0.52, -0.33, -0.57, -0.34, -0.50, -0.26, -0.57, -0.34, -0.18, 0.54, -1.48, 0.50, -1.00, 0.96, -0.51, 0.59, -0.22, -1.45, -0.43, -0.54, 0.58, 0.67, 0.52, 0.57, -1.68, -0.43, 0.50, -0.26, 0.56, 0.56, 0.39, 0.36, 0.35, 0.37, 0.37, 0.38, 0.40, -0.28, 0.45, 0.39, 0.32, 0.33, 0.28, 0.42, 0.27, 0.37, 0.29, 0.36, 0.32, 0.37, 0.30, 0.20, 0.36, 0.08, 0.32, 0.20, -0.13, 0.32, 0.24, 0.36, 0.35, 0.31]
}

=====

(4)
{
  "formula": "C3H8N2O2",
  "method": "ωB97M-V/def2-TZVPD",
  "total_charge": 0,
  "smiles": "[H]/N=C(/NO)[C@@H](C)O",
  "spin_multiplicity": 1,
  "homo_lumo_gap_ev": 10.4,
  "species": ["O", "O", "N", "N", "C", "C", "C", "H", "H", "H", "H", "H", "H", "H", "H"],
  "coordinates": [[-1.19, 1.34, 0.05], [1.29, 1.94, 0.66], [1.52, 0.49, 0.50], [1.29, -0.99, -1.11], [-1.25, -1.06, 0.46], [-0.84, 0.06, -0.50], [0.69, -0.11, -0.48], [-0.94, -2.04, -0.07], [2.52, 0.51, 0.12], [-0.19, 1.74, -0.02], [-1.24, -0.02, -1.45], [0.75, 1.80, 1.61], [-0.86, -1.01, 1.45], [-2.39, -1.05, 0.57], [0.84, -1.60, -1.79]],
  "nbo_charge": [-0.75, -0.59, -0.36, -0.68, -0.62, 0.03, 0.38, 0.21, 0.39, 0.49, 0.19, 0.50, 0.22, 0.22, 0.36]
}

=====

(5)
{
  "formula": "H2INO3P",
  "method": "ωB97M-V/def2-TZVPD",
  "total_charge": -1,
  "spin_multiplicity": 1,
  "homo_lumo_gap_ev": 7.6,
  "species": ["I", "P", "O", "O", "O", "N", "H", "H"],
  "coordinates": [[0.08, 0.05, 2.15], [-0.89, 0.25, -0.52], [1.83, -0.21, 2.76], [-1.87, -0.82, -0.52], [-1.26, 1.67, -0.50], [0.47, -0.16, -1.41], [1.24, 0.28, -0.84], [0.41, -1.06, -1.11]],
  "nbo_charge": [0.45, 2.22, -1.09, -1.11, -1.09, -1.14, 0.39, 0.37]
}

=====

(6)
{
  "formula": "C7H18I3MnOP2",
  "method": "ωB97M-V/def2-TZVPD",
  "total_charge": 3,
  "spin_multiplicity": 4,
  "homo_lumo_gap_ev": [5.2, 5.0],
  "species": ["I", "I", "I", "Mn", "P", "P", "O", "C", "C", "C", "C", "C", "C", "C", "H", "H", "H", "H", "H", "H", "H", "H", "H", "H", "H", "H", "H", "H", "H", "H", "H", "H"],
  "coordinates": [[0.00, 0.14, 2.62], [-0.01, -2.44, -3.69], [-0.02, 2.54, -3.23], [0.00, 0.18, 0.23], [-2.28, 0.03, 0.32], [2.28, 0.01, 0.33], [0.03, -0.45, -2.52], [2.90, -1.45, 1.27], [0.01, -0.13, -1.37], [2.95, 1.52, 1.15], [-2.92, -1.43, 1.26], [-3.00, -0.05, -1.48], [3.01, -0.08, -1.47], [-2.94, 1.54, 1.14], [-2.70, -2.34, 0.64], [2.74, 2.37, 0.46], [3.99, -1.24, 1.27], [4.13, -0.07, -1.42], [-2.55, 1.68, 2.20], [2.83, -1.07, -1.90], [4.02, 1.28, 1.16], [2.81, 0.86, -2.00], [2.51, -1.50, 2.34], [-2.53, -1.48, 2.33], [2.69, -2.35, 0.64], [-4.03, 1.31, 1.15], [-2.82, -1.06, -1.91], [2.55, 1.66, 2.22], [-4.00, -1.22, 1.26], [-2.80, 0.87, -2.01], [-2.73, 2.39, 0.45], [-4.13, -0.04, -1.43]],
  "lowdin_spin": [0.56, 0.03, 0.90, 1.33, 0.07, 0.07, 0.00, 0.01, -0.09, 0.03, 0.01, 0.00, 0.00, 0.03, 0.00, 0.00, 0.00, 0.00, 0.01, 0.00, 0.00, 0.00, 0.01, 0.01, 0.00, 0.00, 0.00, 0.01, 0.00, 0.00, 0.00, 0.00]
}